#A
C2H6N3S2 | ωB97M-V/def2-TZVPD

Cartesian coordinates (Å):
S (-0.62163, -0.78570, 1.20119)
S (2.18084, -0.84120, -0.19582)
N (0.99735, 1.37950, 0.60016)
N (-0.17107, 0.28283, -1.24992)
N (-1.27496, -0.16336, -1.28958)
C (-1.84060, -0.82730, -0.21013)
C (0.58810, 0.01859, 0.10926)
H (1.65817, -1.94625, -0.70724)
H (1.59512, 1.81521, -0.12154)
H (-2.06587, -1.86184, -0.47885)
H (-2.77315, -0.34410, 0.09138)
H (0.18719, 1.99004, 0.78070)
H (1.54052, 1.28357, 1.47038)

HOMO	-13.7276	eV
SMILES string	[NH3+][C@]1(S)N=NCS1
net charge	+1
lowest unoccupied orbital energy	-4.003	eV

Atomic partial charges in e from the Mulliken method, atoms 1 to 8: S -0.055; S -0.155; N -0.347; N -0.182; N -0.076; C -0.275; C 0.154; H 0.199

#B
C2H6N3S2 | ωB97M-V/def2-TZVPD

Cartesian coordinates (Å):
S (-1.01631, -0.45268, -1.17923)
S (1.59922, -1.76155, -0.10067)
N (-0.44804, -0.94064, 1.45667)
N (0.83124, 1.09035, 0.23817)
N (0.38172, 1.76720, -0.64141)
C (-0.54257, 1.42996, -1.60045)
C (0.12769, -0.54352, 0.10894)
H (0.10941, -1.84268, 1.75629)
H (-1.30346, -1.36504, 1.25347)
H (-1.36857, 2.19129, -1.50310)
H (-0.05808, 1.54830, -2.60659)
H (2.39395, -0.93502, 0.67838)
H (-0.70619, -0.18597, 2.13950)

HOMO	-13.7122	eV
SMILES string	[NH3+][C@]1(S)N=NCS1
net charge	+1
lowest unoccupied orbital energy	-3.888	eV

Atomic partial charges in e from the Mulliken method, atoms 1 to 8: S -0.104; S -0.172; N -0.265; N -0.191; N -0.030; C -0.234; C 0.056; H 0.406

The structure with the greatest stability is #A.

#A
C3H3I | ωB97M-V/def2-TZVPD

Cartesian coordinates (Å):
I (2.58437, 0.10789, -0.04065)
C (-1.11625, -0.59040, -0.36720)
C (-0.36700, -0.27360, 0.66349)
C (0.54285, 0.66295, 0.11994)
H (-1.57963, -0.32324, -1.30111)
H (0.34156, 1.32764, -0.56931)
H (-0.40591, -0.91124, 1.49484)

HOMO (alpha / beta)	-8.4328 / -7.9822	eV
lowest unoccupied orbital energy (alpha / beta)	-0.326 / -0.159	eV

Listed below, in e, are the Mulliken charges computed for each atom: I 0.032; C -0.511; C -0.004; C -0.729; H 0.337; H 0.517; H 0.357

#B
C3H3I | ωB97M-V/def2-TZVPD

Cartesian coordinates (Å):
I (3.67720, 0.03932, 0.14645)
C (0.11815, -0.71478, 0.33803)
C (0.61307, 0.11182, -0.69628)
C (-0.09787, 0.64933, 0.42497)
H (-0.04345, -1.74446, 0.78623)
H (0.66773, 0.06071, -1.81262)
H (-0.57381, 1.48616, 1.06454)

HOMO	-7.7130	eV
lowest unoccupied orbital energy	-1.032	eV

Listed below, in e, are the Mulliken charges computed for each atom: I -0.569; C 0.075; C -0.508; C 0.058; H 0.299; H 0.333; H 0.313

The structure with the greatest stability is #B.

#A
CH12O6 | ωB97M-V/def2-TZVPD

Cartesian coordinates (Å):
O (-2.13792, -0.60055, 0.73365)
O (1.08865, 1.08325, 2.43215)
O (1.67888, -1.30825, 0.70607)
O (1.79982, 0.65034, -1.88805)
O (-0.49629, -2.40327, -0.26263)
O (-1.88642, 1.42104, -0.99234)
C (-0.73873, 1.75386, -1.06153)
H (-1.10437, -1.65337, -0.22933)
H (-0.31210, 1.80761, -2.10947)
H (1.09643, -2.04340, 0.46403)
H (2.14599, 1.35221, -2.35379)
H (-0.29923, 2.15002, -0.19495)
H (-1.71260, -0.58480, 1.62156)
H (1.51444, -0.05465, -2.36613)
H (1.49561, 0.28967, 2.75704)
H (-2.05578, 0.23552, 0.34905)
H (-0.82240, -3.07158, 0.41638)
H (2.07434, -1.12925, -0.13681)
H (2.03826, 1.43845, 2.32087)

HOMO	-10.3764	eV
SMILES string	C=O.O.O.O.O.O
lowest unoccupied orbital energy	0.440	eV

Atomic partial charges in e from the Mulliken method, atoms 1 to 8: O -0.712; O -0.582; O -0.567; O -0.580; O -0.736; O -0.535; C 0.033; H 0.449

#B
CH12O6 | ωB97M-V/def2-TZVPD

Cartesian coordinates (Å):
O (0.17476, 3.13786, -1.41192)
O (-0.43697, -0.51065, -1.53780)
O (0.39309, -0.91684, 1.58558)
O (-2.23911, 1.21264, -0.45776)
O (1.63330, 1.27210, -0.16595)
O (1.46664, -3.27258, 0.58297)
C (-0.63156, -1.28344, 2.10001)
H (0.75035, 2.36079, -1.26030)
H (0.99696, -2.44963, 0.43252)
H (0.51858, -0.53233, -1.41901)
H (1.49540, 0.75485, 0.63661)
H (-0.70796, 2.84406, -1.19552)
H (-0.60383, -2.19762, 2.74074)
H (1.78932, 2.18488, 0.07308)
H (-0.97449, -0.67305, -0.74983)
H (1.74953, -3.64691, -0.26044)
H (-1.65016, -0.95693, 1.87355)
H (-1.87088, 2.08826, -0.48232)
H (-1.85298, 0.58454, -1.08419)

HOMO	-11.2024	eV
SMILES string	C=O.O.O.O.O.O
lowest unoccupied orbital energy	-0.186	eV

Atomic partial charges in e from the Mulliken method, atoms 1 to 8: O -0.637; O -0.634; O -0.459; O -0.605; O -0.642; O -0.629; C -0.142; H 0.431

The structure with the greatest stability is #B.